1.
# C4H10N2

A single C4H10N2 molecule at a distorted geometry (ωB97M-V/def2-TZVPD, the OMol25 dataset).

Geometry (Å):
N (-0.1636, 2.8011, 0.6284)
C (0.5261, 1.5746, 0.3191)
C (0.2729, 0.2654, 0.5270)
C (0.7848, -0.6454, -0.6185)
C (0.0804, -1.9826, -0.3669)
N (-1.3855, -1.5842, -0.5730)
H (0.5789, 3.3625, 0.8834)
H (-1.0759, 2.8386, 1.0370)
H (1.4118, 1.7689, -0.3385)
H (-0.4947, -0.0447, 1.2325)
H (1.9553, -0.6996, -0.5733)
H (0.5251, -0.2446, -1.6306)
H (0.2232, -2.1750, 0.8034)
H (0.4515, -2.8206, -0.9976)
H (-2.1519, -1.7802, 0.2504)
H (-1.5385, -0.6341, -0.5826)

Output
DFT total energy: -7287.6775 eV
multiplicity: 1
relative energy (zero: lowest compared OMol25 entry of this formula, charge and spin): 283.86 kJ/mol
gap between HOMO and LUMO: 9.17 eV

2.
# C4H10N2

A single C4H10N2 molecule at a distorted geometry (ωB97M-V/def2-TZVPD, the OMol25 dataset).

Geometry (Å):
C (-0.2868, -1.9948, -1.2440)
C (-0.4983, -0.9677, -0.4490)
N (-1.2091, -1.0757, 0.8671)
C (0.1106, 0.3639, -0.7483)
C (0.2731, 1.5652, 0.3448)
N (1.1794, 1.2681, 1.4419)
H (-1.0639, -2.8415, -1.4764)
H (0.5604, -1.8293, -1.9009)
H (-0.6522, -0.5614, 1.5307)
H (-1.4964, -2.0693, 0.8699)
H (-0.6477, 0.9321, -1.3516)
H (0.9170, 0.3554, -1.3935)
H (-0.7845, 1.5641, 0.7151)
H (0.2077, 2.4992, -0.3239)
H (1.4714, 2.2180, 1.8711)
H (1.9192, 0.5737, 1.2470)

Output
DFT total energy: -7287.7616 eV
multiplicity: 1
relative energy (zero: lowest compared OMol25 entry of this formula, charge and spin): 275.75 kJ/mol
gap between HOMO and LUMO: 9.03 eV

3.
# C4H10N2

2 unconnected molecules or ions with the total composition C4H10N2 at a distorted geometry (ωB97M-V/def2-TZVPD, the OMol25 dataset).

Geometry (Å):
C (-2.7356, -0.0390, 1.9981)
N (-2.3788, -1.2435, 2.2016)
C (-1.4351, -1.7378, 1.2329)
H (-3.1689, 0.1351, 1.0036)
H (-2.2739, 0.7877, 2.5331)
H (-1.5642, -1.4575, 0.1961)
H (-0.4153, -1.3971, 1.5275)
H (-1.3966, -2.8588, 1.2270)
C (2.5424, 1.1871, -0.6435)
N (1.7657, 1.4247, -1.6048)
C (1.9311, 0.5983, -2.7966)
H (2.4817, 1.7567, 0.2868)
H (3.0952, 0.2381, -0.5227)
H (2.1986, -0.4018, -2.4348)
H (1.0075, 0.6228, -3.3823)
H (2.7847, 1.0014, -3.3989)

Output
DFT total energy: -7286.0758 eV
multiplicity: 1
relative energy (zero: lowest compared OMol25 entry of this formula, charge and spin): 438.40 kJ/mol
gap between HOMO and LUMO: 8.36 eV

4.
# C4H10N2

A gas-phase ion, C4H10N2 (charge +1) at a distorted geometry (ωB97M-V/def2-TZVPD, the OMol25 dataset).

Geometry (Å):
C (-1.4664, 0.1819, 0.6960)
C (-0.5516, 1.1404, -0.0896)
C (0.7085, 0.5703, -0.6841)
C (1.7074, 0.0554, 0.1219)
N (2.5139, -1.0932, -0.0704)
N (-2.0990, -0.8870, -0.1214)
H (-0.7688, -0.2055, 1.4570)
H (-2.2202, 0.5680, 1.3231)
H (-0.4071, 2.0528, 0.5502)
H (-1.0187, 1.7131, -0.9068)
H (0.7835, 0.6527, -1.7844)
H (1.5613, 0.2757, 1.1704)
H (2.3974, -1.6372, -0.9211)
H (2.7871, -1.6714, 0.7263)
H (-2.5651, -0.2996, -0.8250)
H (-1.3623, -1.4163, -0.6422)

Output
DFT total energy: -7280.8569 eV
total charge: +1
expectation value of S²: 0.763
multiplicity: 2
relative energy (zero: lowest compared OMol25 entry of this formula, charge and spin): 215.74 kJ/mol
gap between HOMO and LUMO (alpha / beta): 8.78 / 5.99 eV

5.
# C4H10N2

A gas-phase ion, C4H10N2 (charge +1) at a distorted geometry (ωB97M-V/def2-TZVPD, the OMol25 dataset).

Geometry (Å):
C (-1.1510, 1.3219, -0.9808)
C (-1.3969, -0.0668, -0.4312)
C (-0.2387, -1.0715, -0.3676)
N (1.0437, -0.4623, -0.0223)
C (1.5329, -0.3925, 1.1808)
N (2.6250, 0.2887, 1.5039)
H (-0.6367, 1.4007, -1.9377)
H (-2.0945, 1.8486, -1.0697)
H (-0.6103, 1.9249, -0.2494)
H (-2.2676, -0.6001, -0.8188)
H (-1.7904, 0.0776, 0.5936)
H (-0.5351, -1.7135, 0.4986)
H (-0.1279, -1.7552, -1.1868)
H (1.3709, 0.2680, -0.6608)
H (0.9228, -0.7757, 2.0123)
H (3.3538, -0.2927, 1.9359)

Output
DFT total energy: -7281.1260 eV
total charge: +1
expectation value of S²: 0.754
multiplicity: 2
relative energy (zero: lowest compared OMol25 entry of this formula, charge and spin): 189.78 kJ/mol
gap between HOMO and LUMO (alpha / beta): 10.93 / 8.15 eV

6.
# C4H10N2

2 unconnected molecules or ions with the total composition C4H10N2 at a distorted geometry (ωB97M-V/def2-TZVPD, the OMol25 dataset).

Geometry (Å):
C (2.7660, -0.0739, -1.2601)
C (1.9845, -0.8900, -0.4366)
N (1.5301, -0.5097, 0.7434)
H (3.5059, 0.5027, -0.7108)
H (2.6904, -0.1116, -2.3411)
H (1.7481, -1.8988, -0.7760)
H (1.1300, 0.4227, 0.6571)
H (0.8279, -1.1811, 1.0370)
C (-1.9729, 1.6227, -0.1686)
C (-2.4522, 0.4145, 0.0892)
N (-1.7880, -0.5605, 0.8108)
H (-2.6054, 2.4248, -0.5108)
H (-1.1104, 1.9732, 0.3987)
H (-3.3469, 0.0575, -0.4023)
H (-1.2355, -0.2166, 1.5807)
H (-2.2905, -1.3613, 1.1522)

Output
DFT total energy: -7280.2736 eV
total charge: +1
expectation value of S²: 0.760
multiplicity: 2
relative energy (zero: lowest compared OMol25 entry of this formula, charge and spin): 272.02 kJ/mol
gap between HOMO and LUMO (alpha / beta): 6.94 / 4.33 eV

7.
# C4H10N2O

A gas-phase ion, C4H10N2O (charge -1) at a distorted geometry (ωB97M-V/def2-TZVPD, the OMol25 dataset).

Geometry (Å):
C (1.8929, 1.7340, 0.9777)
N (0.9555, 0.7639, 1.4460)
C (-0.1875, 0.6995, 0.6601)
C (-0.0986, -0.3942, -0.5283)
N (-1.2905, -1.0084, -0.8122)
C (-1.4925, -2.1108, 0.1311)
O (0.3830, 0.3144, -1.7315)
H (2.2768, 1.4477, -0.0094)
H (1.5388, 2.7733, 0.9322)
H (2.7432, 1.8246, 1.6606)
H (-0.5541, 1.5857, 0.1147)
H (-1.0331, 0.3829, 1.2767)
H (0.8080, -1.0137, -0.3673)
H (-0.4432, 0.6657, -2.0879)
H (-1.4890, -3.0650, -0.4331)
H (-2.4872, -2.0593, 0.6071)
H (-0.7189, -2.2244, 0.9086)

Output
DFT total energy: -9334.9206 eV
total charge: -1
expectation value of S²: 0.759
multiplicity: 2
relative energy (zero: lowest compared OMol25 entry of this formula, charge and spin): 185.32 kJ/mol
gap between HOMO and LUMO (alpha / beta): 6.53 / 5.74 eV

8.
# C4H10N2O

2 unconnected molecules or ions with the total composition C4H10N2O at a distorted geometry (ωB97M-V/def2-TZVPD, the OMol25 dataset).

Geometry (Å):
C (2.4543, 0.1633, 0.7484)
C (0.4426, -1.6909, -0.2136)
C (-1.3302, 1.1153, 1.1360)
C (-0.8824, 0.4847, -1.3333)
N (0.1052, -0.6454, 0.5772)
N (-0.6114, 0.3484, 0.0962)
O (3.0447, -0.4571, -0.0998)
H (2.6880, 1.0857, 1.1989)
H (1.2439, -1.4493, -0.9163)
H (0.6035, -2.6068, 0.4354)
H (-0.4986, -1.8845, -0.7437)
H (-1.0404, 0.6211, 2.0539)
H (-0.9664, 2.0964, 1.1982)
H (-2.3757, 1.0035, 0.7952)
H (-1.8054, 0.9809, -1.3022)
H (-0.2826, 1.3398, -1.7904)
H (-0.7890, -0.5051, -1.8398)

Output
DFT total energy: -9332.1201 eV
multiplicity: 1
relative energy (zero: lowest compared OMol25 entry of this formula, charge and spin): 662.60 kJ/mol
gap between HOMO and LUMO (alpha / beta): 7.36 / 8.01 eV